The following is a quantum chemistry calculation of a single C5H10O2 molecule, from the OMol25 dataset.

Output
SMILES ... C[C@@]1(CCO)CO1
HOMO level ... -10.0 eV
E ... -9440.696 eV
Strongest force on any atom ... 0.37 eV/Å
Energy above the lowest of the compared OMol25 structures with the same formula, charge and spin ... 2.3473 eV

Geometry as XYZ:
```
17
Properties=species:S:1:pos:R:3:forces:R:3
C -1.018 0.995 1.532 0.0 0.0 0.0
C -0.073 0.407 0.509 -0.2 0.1 -0.1
C -0.742 -0.225 -0.705 0.0 0.0 0.0
C 0.050 -1.308 -1.496 -0.3 -0.1 -0.2
O 1.428 -1.434 -1.222 0.0 -0.1 0.2
C 1.299 0.899 0.376 0.1 0.2 0.0
O 1.018 -0.290 1.128 0.1 -0.2 0.2
H -1.767 1.650 1.074 0.2 -0.1 0.0
H -1.547 0.178 2.037 0.0 0.1 -0.1
H -0.469 1.560 2.291 -0.1 -0.1 -0.1
H -1.001 0.611 -1.368 0.1 -0.1 0.1
H -1.700 -0.661 -0.393 0.2 0.0 0.0
H -0.011 -1.074 -2.563 -0.1 -0.1 0.1
H -0.449 -2.275 -1.348 0.1 0.1 0.0
H 1.514 -1.482 -0.255 0.0 0.0 -0.2
H 1.642 1.751 0.959 -0.1 -0.1 0.0
H 1.826 0.698 -0.556 -0.1 0.2 0.2
```
Positions in Å, forces in eV/Å.

Here are the Löwdin charges for atoms 1 to 5, given in e: number 1, C, carries -0.013; number 2, C, carries -0.488; number 3, C, carries -0.092; number 4, C, carries -0.236; number 5, O, carries -0.089


The following is a quantum chemistry calculation of 2 unconnected molecules or ions with the total composition C6H14N3, from the OMol25 dataset.

Output
Net charge ... +1
HOMO level ... -11.9 eV
E ... -10911.722 eV
Strongest force on any atom ... 0.63 eV/Å
Energy above the lowest of the compared OMol25 structures with the same formula, charge and spin ... 1.4127 eV

Geometry as XYZ:
```
23
Properties=species:S:1:pos:R:3:forces:R:3
C -1.029 -0.094 1.451 0.0 0.1 -0.2
C 1.916 0.082 -1.399 0.5 0.0 -0.1
C 2.118 1.536 -0.930 0.5 0.1 0.0
C -0.110 1.004 -0.921 0.1 -0.2 0.1
C -1.797 -1.341 1.723 0.1 0.2 0.3
C -0.166 -1.320 -1.710 -0.4 -0.3 -0.3
N -0.921 0.690 2.481 0.0 0.0 0.3
N 0.469 -0.079 -1.373 0.0 0.6 -0.1
N 0.755 1.965 -0.651 -0.2 0.1 0.0
H 2.298 -0.093 -2.407 0.0 0.0 0.1
H 2.383 -0.639 -0.723 -0.1 0.0 0.0
H 2.731 1.601 -0.029 0.0 0.0 -0.1
H 2.568 2.166 -1.701 -0.1 -0.1 0.1
H -1.175 1.114 -0.834 0.0 0.0 -0.1
H -2.679 -1.351 1.083 0.0 -0.1 -0.1
H -2.117 -1.441 2.766 -0.1 -0.1 0.1
H -1.192 -2.204 1.449 0.0 -0.1 -0.1
H -0.410 -1.360 -2.775 0.1 0.0 0.1
H 0.506 -2.144 -1.477 0.0 0.0 0.1
H -1.079 -1.431 -1.130 0.0 0.0 0.0
H -1.310 0.481 3.405 0.0 0.0 -0.1
H -0.433 1.573 2.415 0.0 -0.1 0.0
H 0.523 2.904 -0.375 -0.2 -0.1 0.0
```
Positions in Å, forces in eV/Å.

Here are the Löwdin charges for atoms 1 to 5, given in e: number 1, C, carries -0.177; number 2, C, carries -0.078; number 3, C, carries -0.095; number 4, C, carries -0.108; number 5, C, carries -0.121


The following is a quantum chemistry calculation of 3 unconnected molecules or ions with the total composition C9H19NO6 in a non-equilibrium geometry, from the OMol25 dataset.

Output
SMILES ... C[N+](=O)[O-].CCOC(C)=O.CCOC(C)=O
HOMO level ... -10.1 eV
E ... -23413.586 eV
Strongest force on any atom ... 2.12 eV/Å

Geometry as XYZ:
```
35
Properties=species:S:1:pos:R:3:forces:R:3
C 3.532 0.896 0.364 -0.2 -0.1 -0.3
N 2.331 1.124 -0.505 0.3 0.3 0.4
O 1.778 0.166 -0.985 0.0 -0.3 0.0
O 1.995 2.278 -0.661 -0.1 0.2 -0.2
H 4.094 0.096 -0.105 0.1 0.1 0.1
H 3.203 0.579 1.351 -0.2 0.0 -0.1
H 4.043 1.849 0.413 0.2 -0.1 0.0
C -0.599 -0.908 -2.516 -0.1 0.3 -1.1
C -1.102 -2.340 -2.590 -0.4 0.8 0.9
O -0.557 -3.032 -3.711 0.0 0.0 -0.2
C 0.579 -3.707 -3.493 -0.4 -0.2 0.3
C 0.982 -4.500 -4.671 0.2 -0.8 -1.9
O 1.107 -3.739 -2.423 0.8 0.0 0.6
H -0.735 -0.424 -1.554 -0.1 -0.2 0.1
H -1.092 -0.303 -3.283 0.0 0.1 0.1
H 0.460 -0.862 -2.759 0.1 -0.2 0.2
H -0.893 -2.779 -1.614 0.3 -0.7 -0.4
H -2.177 -2.404 -2.744 -0.1 0.2 0.0
H 0.999 -5.572 -4.468 -0.2 0.1 0.5
H 1.967 -4.321 -5.107 0.2 0.5 0.6
H 0.309 -4.370 -5.520 -0.2 0.1 0.3
C -1.792 1.616 5.523 0.8 0.5 -0.1
C -2.248 2.283 4.246 -0.6 0.4 0.5
O -1.285 2.109 3.205 0.1 -0.6 0.8
C -1.409 2.858 2.125 0.0 0.8 -1.7
C -0.358 2.540 1.087 0.1 0.2 0.5
O -2.249 3.705 1.934 -0.1 -0.2 0.7
H -0.846 2.036 5.880 0.1 0.0 -0.3
H -1.633 0.550 5.369 -0.3 -0.1 0.3
H -2.495 1.868 6.316 -0.3 -0.5 -0.1
H -3.213 1.861 3.951 0.1 0.0 -0.3
H -2.426 3.347 4.407 0.1 0.0 -0.1
H -0.043 1.507 1.215 0.1 0.0 -0.4
H 0.499 3.202 1.228 0.0 -0.1 0.2
H -0.726 2.794 0.098 -0.2 -0.4 0.0
```
Positions in Å, forces in eV/Å.

Here are the Löwdin charges for atoms 1 to 5, given in e: number 1, C, carries 0.058; number 2, N, carries -0.439; number 3, O, carries 0.067; number 4, O, carries 0.053; number 5, H, carries 0.097


The following is a quantum chemistry calculation of a single C4H2N2OS2 molecule in a non-equilibrium geometry, from the OMol25 dataset.

Output
HOMO level (alpha / beta) ... -8.7 / -9.7 eV
E ... -30871.109 eV
Multiplicity ... 3
Strongest force on any atom ... 3.09 eV/Å

Geometry as XYZ:
```
11
Properties=species:S:1:pos:R:3:forces:R:3
C -0.078 0.999 -0.992 0.0 -0.1 0.9
C 1.001 0.061 -0.976 -1.2 -0.3 -0.1
C -0.881 -0.058 1.861 -1.4 2.1 -1.0
C 0.069 -0.907 1.473 1.5 1.1 -1.9
N -0.391 1.277 -2.200 -0.3 1.0 0.7
N 1.280 -0.200 -2.239 1.0 -0.2 1.4
O 0.498 0.612 -2.958 0.3 -0.8 -1.5
S -1.183 1.562 1.352 0.3 -1.0 0.3
S 1.480 -0.929 0.452 0.0 0.6 -0.8
H -1.652 -0.583 2.395 -0.4 0.4 0.7
H -0.142 -1.834 1.832 0.2 -2.9 1.2
```
Positions in Å, forces in eV/Å.

Here are the Löwdin charges for atoms 1 to 5, given in e: number 1, C, carries -0.206; number 2, C, carries -0.575; number 3, C, carries -0.610; number 4, C, carries -0.503; number 5, N, carries 0.051


The following is a quantum chemistry calculation of a single C8H14O2 molecule in a non-equilibrium geometry, from the OMol25 dataset.

Output
SMILES ... C=CCCC(=O)C(C)(C)O
HOMO level ... -9.3 eV
E ... -12616.757 eV
Strongest force on any atom ... 3.12 eV/Å
Energy above the lowest of the compared OMol25 structures with the same formula, charge and spin ... 1.3221 eV

Geometry as XYZ:
```
24
Properties=species:S:1:pos:R:3:forces:R:3
C -1.422 1.010 2.214 0.1 0.1 -0.7
C -0.151 0.765 1.918 0.8 -0.6 2.8
C 0.559 -0.592 2.266 -0.8 1.3 -1.2
C 1.090 -1.085 0.926 -0.9 0.2 0.0
C -0.104 -0.788 -0.010 1.2 -2.4 -1.6
O -1.094 -1.500 -0.003 0.4 1.0 0.3
C 0.193 0.088 -1.249 -1.0 0.4 0.0
C 0.511 -0.854 -2.419 0.0 0.0 0.4
C -1.048 0.931 -1.550 0.3 0.0 0.1
O 1.315 0.910 -0.966 0.1 0.1 0.2
H -2.150 0.213 2.275 0.0 -0.2 0.5
H -1.797 2.020 2.301 -0.1 0.1 -0.4
H 0.547 1.579 1.774 0.0 0.2 -0.2
H 1.365 -0.417 2.983 -0.3 0.0 0.1
H -0.196 -1.280 2.647 0.2 0.0 0.1
H 1.269 -2.159 0.951 0.1 0.0 -0.2
H 1.961 -0.515 0.613 0.0 -0.2 0.0
H -0.320 -1.530 -2.593 -0.1 -0.1 0.0
H 0.694 -0.280 -3.327 0.0 0.1 0.0
H 1.400 -1.437 -2.190 0.1 -0.1 0.0
H -0.902 1.498 -2.469 0.0 0.1 -0.1
H -1.239 1.617 -0.726 0.0 0.1 0.0
H -1.915 0.288 -1.665 -0.1 -0.1 0.0
H 1.434 1.517 -1.701 0.0 0.1 -0.1
```
Positions in Å, forces in eV/Å.

Here are the Löwdin charges for atoms 1 to 5, given in e: number 1, C, carries 0.015; number 2, C, carries -0.184; number 3, C, carries -0.161; number 4, C, carries -0.115; number 5, C, carries -0.367


The following is a quantum chemistry calculation of 2 unconnected molecules or ions with the total composition C4H9N3O, from the OMol25 dataset.

Output
SMILES ... [H]/N=C(\N)C=C.NC=O
HOMO level ... -8.8 eV
E ... -10811.512 eV
Strongest force on any atom ... 0.67 eV/Å
Energy above the lowest of the compared OMol25 structures with the same formula, charge and spin ... 0.9498 eV

Geometry as XYZ:
```
17
Properties=species:S:1:pos:R:3:forces:R:3
H 0.855 2.767 0.551 0.0 -0.2 0.1
N 1.236 2.100 -0.117 0.1 0.5 -0.3
C 1.210 0.893 0.283 -0.1 0.4 0.4
N 0.760 0.464 1.505 0.0 -0.1 0.3
C 1.754 -0.169 -0.576 0.1 -0.4 -0.2
C 2.442 0.084 -1.679 -0.1 -0.1 0.1
H 0.269 1.131 2.082 0.1 -0.1 -0.1
H 0.447 -0.492 1.600 -0.1 0.1 -0.1
H 1.562 -1.181 -0.245 0.1 -0.1 -0.1
H 2.615 1.102 -1.982 0.0 0.2 0.0
H 2.835 -0.702 -2.303 0.0 -0.2 0.0
N -3.325 -1.127 0.013 -0.3 -0.1 -0.1
C -2.036 -0.865 0.290 -0.1 0.5 -0.5
O -1.344 -1.541 1.010 0.3 -0.4 0.4
H -3.753 -1.947 0.401 0.0 -0.1 0.1
H -3.861 -0.558 -0.614 0.1 0.1 -0.1
H -1.665 0.042 -0.220 0.0 0.0 0.1
```
Positions in Å, forces in eV/Å.

Here are the Löwdin charges for atoms 1 to 5, given in e: number 1, H, carries 0.037; number 2, N, carries 0.104; number 3, C, carries -0.553; number 4, N, carries 0.120; number 5, C, carries -0.130


The following is a quantum chemistry calculation of a gas-phase ion, C7H13IN4O4P (charge +1) in a non-equilibrium geometry, from the OMol25 dataset.

Output
SMILES ... C[C@H](I)Cn1c(NP(=O)(O)O)nc[n+]1CC=O
Net charge ... +1
HOMO level ... -13.0 eV
E ... -38996.910 eV
Strongest force on any atom ... 9.01 eV/Å

Geometry as XYZ:
```
30
Properties=species:S:1:pos:R:3:forces:R:3
C -1.723 0.430 -3.165 -0.1 -1.1 0.3
C -0.264 0.935 -2.598 -1.6 1.5 -0.6
I 1.184 -0.675 -2.923 -0.5 0.9 0.1
C -0.259 1.405 -1.028 0.2 1.0 -0.6
N -0.203 0.278 -0.019 3.6 -1.6 3.1
C 0.990 -0.133 0.822 -4.6 -3.5 1.5
N 2.272 0.354 0.898 0.3 0.4 -0.7
P 3.550 -0.252 2.018 0.4 -1.5 7.4
O 2.994 -0.558 3.490 1.7 1.3 -6.4
O 4.343 -1.704 1.473 -0.8 4.3 -0.7
O 4.693 1.089 2.232 -3.1 -2.1 -0.5
N 0.586 -1.280 1.720 -3.7 1.8 -3.2
C -0.873 -1.590 1.464 6.1 5.8 -3.2
N -1.213 -0.575 0.396 -1.9 -3.8 2.6
C -2.663 -0.639 -0.039 -1.4 0.3 0.3
C -3.559 -0.525 1.369 1.4 6.0 3.3
O -3.394 0.606 2.095 -1.1 -7.4 -4.8
H -1.758 0.393 -4.353 0.3 0.2 2.7
H -1.863 -0.684 -2.771 0.1 2.3 -1.0
H -2.640 1.063 -2.769 2.1 -1.0 -0.9
H 0.027 1.888 -3.255 -0.3 -2.2 1.7
H -1.173 2.108 -0.776 1.8 -1.5 -0.5
H 0.731 2.049 -0.866 -2.2 -1.6 -0.1
H 2.543 1.153 0.284 -0.4 -1.0 0.7
H 5.023 -1.523 0.758 -1.0 -0.3 1.0
H 4.337 1.546 3.072 0.6 -1.2 -1.6
H -1.557 -2.398 1.969 1.5 1.9 -1.3
H -2.885 -1.677 -0.580 0.6 2.5 1.0
H -2.982 0.293 -0.679 0.8 -2.0 1.2
H -4.264 -1.377 1.761 1.3 1.5 -0.9
```
Positions in Å, forces in eV/Å.

Here are the Löwdin charges for atoms 1 to 5, given in e: number 1, C, carries -0.202; number 2, C, carries -0.731; number 3, I, carries 0.808; number 4, C, carries -0.168; number 5, N, carries -0.027